[1]
Molecular formula: C12H12FeN3O3Se3Te
Method: DFT, ωB97M-V/def2-TZVPD

**Lowest unoccupied orbital energy (alpha / beta)**: 1.786 / 1.766 eV
**2S+1**: 5
**<S²>**: 6.014
**Total charge**: -1
**Gap between HOMO and LUMO (alpha / beta)**: 5.61 / 5.69 eV

Positions of all 35 atoms, in Å:
H 9.3797 9.1507 6.0347
H 12.0490 8.4314 6.3900
H 4.8459 10.9174 5.1017
Fe 9.5843 6.5124 5.3314
C 6.6998 6.5658 4.8463
H 13.1800 5.7903 3.4307
Te 12.0289 4.2426 6.0209
O 6.3533 4.2556 4.4560
C 5.8340 10.5462 5.3518
C 12.1888 8.8663 5.3782
H 11.2212 9.0276 4.9926
N 7.6318 7.3875 5.2831
H 13.6347 7.4233 4.6936
C 6.8883 11.3811 5.6917
Se 14.3806 4.8792 5.1109
H 11.5696 5.5926 2.7889
C 7.3672 8.6887 5.4280
H 12.7152 9.8718 5.4193
C 11.8681 7.1737 3.7785
N 12.7593 7.9460 4.4576
C 6.0877 9.1934 5.1661
N 12.3303 6.1977 2.9888
H 4.1431 8.6885 4.4798
Se 9.9619 6.7229 7.8084
O 10.6091 7.3305 3.9261
C 8.1760 10.9333 5.9094
H 9.0384 11.5711 6.0278
Se 11.8996 5.5168 8.1869
H 4.6612 6.3231 4.0363
H 6.7785 12.4641 5.7170
C 5.3678 6.9814 4.4822
C 8.4165 9.6128 5.7848
O 8.4145 5.0561 4.6317
C 5.0860 8.3163 4.7190
C 7.1416 5.1252 4.5860



[2]
Molecular formula: C3H12N2
Method: DFT, ωB97M-V/def2-TZVPD

**Lowest unoccupied orbital energy**: 1.024 eV
**2S+1**: 1
**Total charge**: 0
**SMILES string**: CNC.CN
**Gap between HOMO and LUMO**: 9.78 eV

Positions of all 17 atoms, in Å:
N -1.7623 -0.8757 0.0322
H -1.5146 0.2102 -2.0456
H 1.1907 -0.9553 0.3266
H -2.6303 -0.7267 0.5411
C 1.1082 0.8487 -0.5817
H -1.0715 -0.1003 0.3292
H 1.5259 1.1870 2.2376
N 0.8885 -0.0662 0.5328
H 2.2358 1.0492 -0.7764
H 0.6692 1.9186 -0.3930
H -3.0506 -0.1565 -1.4229
H 0.8215 0.4244 -1.5390
C -2.0084 -0.5604 -1.4856
H 1.0520 -0.5442 2.5745
C 1.7017 0.1230 1.8774
H 2.7826 -0.2830 1.7819
H -1.9383 -1.4927 -1.9891